# C28H32BCl5N6O2Pd

C28H32BCl5N6O2Pd as an isolated structure (ωB97M-V with the def2-TZVPD basis set, the Open Molecules 2025 dataset).

The HOMO-LUMO gap comes out at 8.031 eV. The LUMO energy is 0.0170 Ha. The net charge is 0. As for the highest occupied orbital energy: -7.57 eV. The relative energy (zero: lowest compared OMol25 entry of this formula, charge and spin) is 7.2 kcal/mol.

Last column: Löwdin charge in e.
Atoms and positions in Å:
Pd1 -0.33287 0.24953 0.31972  0.8399
C1 -2.78753 1.22487 -3.10084  -0.0342
N1 -1.47504 1.66308 -2.65236  -0.1384
C2 -1.48332 2.73269 -1.66912  -0.0436
C3 -0.37357 0.87712 -2.79248  -0.3903
N2 0.47464 0.78141 -1.80361  0.0752
C4 1.84306 0.55717 -1.96319  -0.2413
C5 2.57932 0.97883 -3.06990  -0.0390
C6 3.95360 0.80335 -3.12459  -0.0945
C7 4.61803 0.22100 -2.05425  -0.0958
C8 3.90087 -0.17336 -0.93402  -0.0369
C9 2.52049 -0.01594 -0.87246  -0.2336
N3 1.79330 -0.34215 0.30213  0.0631
C10 2.05542 -1.44012 0.96571  -0.3913
N4 2.48891 -2.59153 0.38347  -0.1251
C11 2.18815 -2.91404 -0.99533  -0.0472
C12 3.16132 -3.64493 1.11779  -0.0504
N5 1.94580 -1.48912 2.33749  -0.1511
C13 0.89856 -2.35482 2.87985  -0.0261
C14 2.16294 -0.23959 3.05172  -0.0304
N6 -0.26648 0.22551 -3.99264  -0.1467
C15 -0.70464 0.82377 -5.23791  -0.0537
C16 0.47228 -1.00851 -4.13636  -0.0556
H1 -3.43366 1.06396 -2.23277  0.0808
H2 -2.70795 0.28670 -3.64458  0.0917
H3 -3.25449 1.97376 -3.74547  0.0948
H4 -2.06731 3.56472 -2.06875  0.0945
H5 -0.46518 3.05920 -1.47774  0.0939
H6 -1.92059 2.41176 -0.72253  0.0269
H7 2.06362 1.46542 -3.88979  0.1128
H8 4.50496 1.13865 -3.99347  0.0989
H9 5.69235 0.09383 -2.07881  0.0980
H10 4.41828 -0.59694 -0.08085  0.1160
H11 1.68203 -3.88210 -1.03944  0.0967
H12 3.09954 -2.95987 -1.59776  0.1007
H13 1.53794 -2.15657 -1.41626  0.0349
H14 3.52368 -3.26287 2.06729  0.0934
H15 4.00611 -4.00277 0.52514  0.0913
H16 2.49647 -4.49369 1.30528  0.0868
H17 0.94106 -3.33801 2.41493  0.0767
H18 -0.08964 -1.92285 2.71262  0.0774
H19 1.05755 -2.47486 3.95136  0.0955
H20 3.08723 0.21735 2.70382  0.0985
H21 2.26201 -0.47087 4.11244  0.0988
H22 1.36238 0.48552 2.92618  0.0537
H23 -1.09498 1.82096 -5.05637  0.0898
H24 -1.48075 0.22437 -5.72240  0.0917
H25 0.14450 0.89814 -5.92445  0.0905
H26 0.77023 -1.37458 -3.16153  0.0486
H27 1.37092 -0.86753 -4.74471  0.0923
H28 -0.16370 -1.76073 -4.61060  0.0966
Cl1 -3.25235 2.17960 1.53106  0.7778
C17 -3.46076 0.71017 0.61463  -0.6577
C18 -2.33056 0.00774 0.18536  -0.2927
C19 -2.64306 -1.13065 -0.57759  -0.6688
Cl2 -1.33498 -2.14476 -1.15830  0.6868
C20 -3.93383 -1.53326 -0.90842  -0.7217
Cl3 -4.21506 -2.93743 -1.87333  0.6676
C21 -5.01937 -0.79122 -0.45217  -0.7242
Cl4 -6.62937 -1.26613 -0.83616  0.6768
C22 -4.77376 0.33650 0.31972  -0.7063
Cl5 -6.10818 1.26940 0.89424  0.6776
O1 -0.36855 2.14305 2.55698  0.0894
B1 -0.73427 0.84859 2.16208  -0.7105
O2 -1.20530 0.13303 3.26823  0.1111
C23 -1.17704 1.01119 4.32582  -0.2152
C24 -1.56864 0.80396 5.62616  0.0072
C25 -1.43099 1.88365 6.50121  -0.0924
C26 -0.92308 3.10374 6.06823  -0.0921
C27 -0.53001 3.29807 4.74263  0.0082
C28 -0.66927 2.22636 3.89318  -0.2313
H29 -1.96916 -0.14780 5.94752  0.1186
H30 -1.72997 1.76878 7.53455  0.0984
H31 -0.83304 3.92090 6.77150  0.0985
H32 -0.13522 4.24219 4.39325  0.1193